Below is C27H32BN9O2PTi as an isolated structure, with properties calculated with ωB97M-V/def2-TZVPD.

Geometry (Å):
Ti: 0.05 -0.04 0.06
C: 4.00 -0.90 1.40
C: 2.89 -1.24 0.65
N: 1.97 -0.27 0.72
N: 2.48 0.70 1.53
C: 3.69 0.34 1.95
B: 1.63 1.95 1.91
N: 1.20 2.66 0.61
C: 1.34 3.92 0.22
C: 0.69 4.09 -0.99
C: 0.15 2.85 -1.27
N: 0.46 1.97 -0.30
N: 0.33 1.44 2.60
C: -0.09 1.64 3.85
C: -1.23 0.88 4.07
C: -1.44 0.22 2.87
N: -0.50 0.57 1.97
H: 4.91 -1.47 1.53
H: 2.72 -2.12 0.05
H: 4.26 0.98 2.60
H: 2.25 2.68 2.62
H: 1.89 4.63 0.82
H: 0.62 4.99 -1.58
H: -0.44 2.55 -2.12
H: 0.43 2.31 4.51
H: -1.82 0.81 4.96
H: -2.20 -0.50 2.62
O: 6.52 -1.37 -4.06
C: 5.35 -1.44 -4.73
O: 5.31 -1.72 -5.89
C: 4.09 -1.16 -3.95
C: 2.94 -1.82 -4.34
C: 1.74 -1.58 -3.69
C: 1.69 -0.64 -2.67
C: 2.83 0.06 -2.30
C: 4.03 -0.21 -2.94
N: 0.45 -0.37 -1.98
C: -0.61 -0.32 -2.68
C: -1.91 -0.02 -2.06
C: -3.06 0.04 -2.81
C: -4.25 0.41 -2.19
C: -4.23 0.73 -0.85
C: -3.03 0.63 -0.15
N: -1.89 0.23 -0.73
H: 6.39 -1.20 -3.12
H: 2.99 -2.53 -5.16
H: 0.86 -2.14 -3.99
H: 2.76 0.85 -1.56
H: 4.91 0.37 -2.66
H: -0.57 -0.43 -3.77
H: -3.03 -0.19 -3.87
H: -5.17 0.47 -2.75
H: -5.12 1.06 -0.33
H: -2.97 0.88 0.90
C: -0.04 -3.89 1.35
P: -0.62 -2.63 0.17
C: -0.23 -3.49 -1.41
C: -2.43 -2.88 0.25
H: -0.40 -4.87 1.03
H: -0.43 -3.67 2.34
H: 1.05 -3.90 1.40
H: -0.58 -4.52 -1.36
H: 0.84 -3.49 -1.58
H: -0.72 -3.00 -2.25
H: -2.65 -3.95 0.19
H: -2.94 -2.37 -0.56
H: -2.81 -2.51 1.20
C: 2.24 -2.49 5.29
C: 1.56 -2.03 4.08
N: 1.02 -1.68 3.13
H: 3.32 -2.38 5.17
H: 2.01 -3.54 5.47
H: 1.91 -1.90 6.15

The value obtained for the energy above the lowest of the compared OMol25 structures with the same formula, charge and spin is 0.6137 eV. Its multiplicity is 2. Its total charge is +2. The total energy comes out at -79096.8023 eV. The expectation value of S² is 0.753. The calculation puts the molecular weight at 604.3 g mol⁻¹. For the frontier orbital gap (spin up / spin down), the calculation gives 7.40 / 7.37 eV.